No. 1
Below is a structure of composition C11H6CaN2O4S in a non-equilibrium geometry, with properties calculated with wB97M-V/def2-TZVPD.

The calculation puts the energy relative to the best compared isomer or geometry (same formula, charge and spin) at 0.0 kJ/mol. The value obtained for the total energy is -51933.4465 eV. The calculation puts the molecular weight at 302.32 g mol⁻¹. As for the lowest unoccupied orbital energy: -8.479 eV. Its strongest force on any atom is 5.694 eV Å⁻¹. For the orbital gap, the calculation gives 6.609 eV. The net charge is +2. For the HOMO energy, the calculation gives -15.09 eV.

Last column: Löwdin charge in e.
Element x y z (Å)
O: 1.1185 1.3845 -2.9847  0.1748
C: 0.7770 1.2364 -1.8967  -0.0293
Ca: -0.0482 0.9397 0.4499  1.1796
O: 3.4051 -0.3700 0.6457  0.1801
C: 2.3164 -0.0130 0.5651  0.0098
C: -0.2144 -1.2011 -0.8491  -0.1064
O: -0.3311 -2.2866 -1.2295  0.1857
C: -0.4184 -1.3402 1.5622  -0.0254
O: -0.5295 -2.4346 1.9190  0.1806
N: -2.5044 0.8377 -2.5024  0.1171
C: -3.0260 1.1449 -1.2705  -0.6657
N: -2.2844 1.1118 -0.1594  -0.1104
C: -3.0328 1.4742 0.9850  -0.3276
C: -2.5203 1.5505 2.2977  -0.0634
C: -3.3531 2.0226 3.3168  -0.0485
C: -4.6698 2.4130 3.0277  -0.0333
C: -5.1799 2.3368 1.7163  -0.0320
C: -4.3526 1.8581 0.6953  -0.4085
S: -4.6535 1.6927 -1.0603  1.1716
H: -3.1664 0.7996 -3.2719  0.1206
H: -1.7839 0.1152 -2.5455  0.0805
H: -1.4839 1.2407 2.5241  0.0674
H: -2.9693 2.0911 4.3388  0.1266
H: -5.3067 2.7891 3.8280  0.1268
H: -6.1970 2.6516 1.4825  0.1292

***

No. 2
Below is a cluster of 26 separate species, C11H74NO25 in total in a non-equilibrium geometry, with properties calculated with wB97M-V/def2-TZVPD.

The calculation puts the energy relative to the best compared isomer or geometry (same formula, charge and spin) at 276.8 kJ/mol. The value obtained for the total energy is -65270.9523 eV. The calculation puts the molecular weight at 620.70 g mol⁻¹. As for the lowest unoccupied orbital energy: -3.051 eV. Its strongest force on any atom is 8.624 eV Å⁻¹. For the orbital gap, the calculation gives 9.114 eV. The net charge is +1. For the HOMO energy, the calculation gives -12.17 eV.

Last column: Löwdin charge in e.
Element x y z (Å)
C: 4.4074 -0.5774 -1.0459  -0.0652
C: 3.2464 -1.3704 -0.4529  -0.2005
C: 1.9634 -0.5824 -0.2469  -0.1758
C: 0.7574 -1.3424 0.0841  -0.1352
N: -0.5796 -0.7014 0.1721  -0.1494
C: -1.6816 -1.6314 0.3751  -0.1097
C: -2.9216 -1.0964 -0.2809  -0.1577
C: -2.4386 -0.2204 -1.3659  -0.1570
C: -0.9756 -0.0934 -1.2269  -0.0671
C: -0.5316 0.5346 1.0311  -0.0843
C: -1.7556 1.4326 1.3871  -0.1656
C: -1.4176 2.7166 2.0971  -0.0340
H: 4.6374 -0.7734 -2.1019  0.0612
H: 5.5714 -0.7144 -0.6309  0.1461
H: 4.2974 0.4526 -0.7759  0.0291
H: 3.5534 -1.7404 0.4171  0.0755
H: 2.8964 -2.0904 -1.0509  0.0475
H: 1.8254 0.2856 -0.9259  0.1457
H: 2.1154 0.0246 0.6151  0.0634
H: 0.8254 -2.0444 0.9081  0.1552
H: 0.6444 -2.0584 -0.5389  0.0635
H: -1.8596 -1.6354 1.5041  0.1571
H: -1.6776 -2.6504 0.0271  0.1211
H: -3.5166 -0.6964 0.4811  0.0836
H: -3.4776 -1.9694 -0.7029  0.1380
H: -2.9356 0.6866 -1.0009  0.1083
H: -2.8436 -0.6084 -2.2339  0.1003
H: -0.8216 0.9436 -1.2799  0.1028
H: -0.4446 -0.5594 -2.0549  0.1313
H: 0.2224 1.2186 0.5051  0.1396
H: 0.1564 0.1886 1.9961  0.1864
H: -2.1966 0.7226 1.9921  0.0904
H: -2.1526 1.6186 0.5351  0.0141
H: -2.3116 3.2026 2.3121  0.0621
H: -1.0816 3.3526 1.4691  -0.0015
H: -0.6566 2.5886 2.9011  0.1077
O: -3.9506 -4.4884 -3.1359  -0.0513
H: -4.0796 -3.4974 -3.1229  0.0385
H: -3.8716 -4.6974 -4.0479  0.0414
O: -1.6626 -5.0074 2.1981  -0.0662
H: -1.5566 -4.9394 1.2321  0.0274
H: -1.4666 -4.2294 2.6991  -0.0479
O: 4.8604 0.1216 -5.1639  -0.1093
H: 4.6464 0.8296 -4.5419  0.0114
H: 3.9164 -0.3564 -5.3199  0.1258
O: 5.7974 1.5456 -2.7129  0.0331
H: 5.8674 1.6566 -1.8419  -0.0815
H: 6.3854 0.8916 -2.8509  -0.0456
O: 3.4134 -5.0014 -1.2309  -0.0246
H: 3.0764 -4.8084 -0.3929  0.0000
H: 3.0054 -5.8844 -1.4119  0.0874
O: 2.8264 0.7196 2.8311  0.0409
H: 2.9654 1.2996 2.1611  0.0071
H: 3.5954 0.4256 3.2181  0.0304
O: -0.0506 5.7296 3.0491  -0.0262
H: 0.6744 5.4676 2.4201  0.0913
H: 0.3524 6.5116 3.3301  0.0283
O: -1.1356 4.1586 5.0891  -0.0122
H: -0.5136 3.5386 5.2341  -0.0116
H: -0.6496 4.5416 4.3201  0.0251
O: -5.6036 -2.2404 -2.7299  0.0020
H: -5.6556 -1.3544 -3.0489  0.0302
H: -6.4896 -2.4934 -2.7279  0.0334
O: -4.4546 5.2216 2.1841  0.0034
H: -3.8786 5.8446 1.8881  -0.0060
H: -4.1706 4.8786 3.0401  0.0184
O: -0.3316 -3.0544 3.4491  -0.2064
H: 0.4394 -3.6704 3.8301  0.1208
H: -0.7266 -2.4364 4.3181  0.1850
O: -3.8286 3.8386 4.7661  -0.0188
H: -4.1566 3.0776 5.1041  -0.0173
H: -2.8686 3.9496 4.9511  0.0135
O: -1.2586 -3.7664 -2.5979  -0.1114
H: -2.2876 -3.9274 -2.6439  0.0411
H: -0.9126 -4.1284 -1.7769  0.0089
O: 3.0874 -3.3964 -3.6739  -0.0056
H: 2.2224 -3.5004 -3.9849  0.0269
H: 3.1674 -3.5224 -2.7549  -0.0227
O: -4.8606 3.0856 0.3211  -0.0666
H: -3.9576 3.0946 -0.0289  -0.0253
H: -4.6436 3.6776 1.0601  0.0017
O: 6.7544 0.1226 1.6391  -0.0235
H: 6.3154 0.4846 2.3951  0.0196
H: 7.6084 0.1816 2.0381  0.0460
O: 7.5324 -0.3664 -4.1069  -0.0374
H: 6.6964 -0.7044 -4.1069  -0.0883
H: 7.4514 0.1006 -4.9819  0.0816
O: -6.3506 0.8906 -0.9149  -0.0591
H: -5.5316 1.3036 -0.6819  -0.0075
H: -6.4176 0.8206 -1.9249  0.0965
O: 1.1834 0.1556 4.8511  -0.1296
H: 1.6274 0.4636 4.0751  -0.0754
H: 1.9084 -0.5194 5.2901  0.1325
O: 5.8884 -2.8604 -3.8859  -0.1190
H: 4.9384 -3.0714 -3.7789  -0.0278
H: 5.6284 -2.6014 -4.8979  0.1232
O: -4.3576 -1.0374 3.0551  0.0237
H: -5.2116 -0.8754 2.6281  0.0254
H: -4.1876 -0.2744 3.3921  -0.0824
O: -0.4256 0.7446 -4.2779  -0.0896
H: -1.0226 0.2986 -4.8989  0.0390
H: -0.9836 1.6146 -4.3679  0.0960
O: -6.4916 -1.0434 1.0101  -0.0221
H: -6.3966 -0.6344 0.1291  0.0094
H: -7.2806 -0.7384 1.3081  -0.0094
O: 6.1384 2.5026 -0.0519  -0.1134
H: 5.1564 2.4536 0.3051  0.0877
H: 6.5454 2.2006 0.8351  0.0580
O: -2.5856 3.8326 -1.0349  -0.0627
H: -2.3526 3.4906 -1.9369  0.0758
H: -1.8946 4.5436 -0.9469  0.0893

***

No. 3
Below is an isolated molecule of C11H7ClF6O in a non-equilibrium geometry, with properties calculated with wB97M-V/def2-TZVPD.

The calculation puts the energy relative to the best compared isomer or geometry (same formula, charge and spin) at 3.4 kJ/mol. The value obtained for the total energy is -42395.2766 eV. The calculation puts the molecular weight at 304.62 g mol⁻¹. As for the lowest unoccupied orbital energy: 0.052 eV. Its strongest force on any atom is 2.744 eV Å⁻¹. As for the SMILES: O[C@@H](C=C(C(F)(F)F)C(F)(F)F)c1ccccc1Cl. For the orbital gap, the calculation gives 9.812 eV. For the HOMO energy, the calculation gives -9.76 eV.

Last column: Löwdin charge in e.
Element x y z (Å)
F: 4.2141 1.2480 -1.1815  0.1298
F: 3.9829 -0.9910 -1.1959  0.1422
F: 3.5820 0.1674 0.5978  0.1591
F: 1.0744 1.1714 -3.1592  0.1397
F: 0.9066 -0.9902 -2.8060  0.1381
F: 2.8253 -0.1011 -3.4382  0.1519
Cl: -0.1954 1.5587 2.6341  0.7235
O: -0.8015 2.2119 -0.4476  -0.0033
C: 2.0426 0.3166 -1.1857  0.0319
C: 1.0782 0.7057 -0.2606  0.0867
C: -2.8114 -1.5189 2.2723  -0.0813
C: -2.8535 -1.7423 0.9063  -0.0742
C: -2.0579 -0.4659 2.7811  -0.0795
C: -2.1522 -0.8971 0.0451  -0.0150
C: -1.2399 0.3317 1.9149  -0.5330
C: -1.2646 0.0798 0.5179  -0.1690
C: 3.4878 0.1789 -0.7219  -0.5668
C: 1.7262 0.0808 -2.6786  -0.5384
C: -0.4180 0.8564 -0.4800  -0.3429
H: -0.9743 2.4758 0.4694  0.0559
H: 1.4408 0.9477 0.7483  0.0879
H: -3.3626 -2.2419 2.8321  0.1005
H: -3.4159 -2.5571 0.5096  0.0997
H: -1.9638 -0.2069 3.8419  0.1031
H: -2.2481 -1.0976 -1.0270  0.1239
H: -0.6019 0.4791 -1.4886  0.1293

***

No. 4
Below is a structure of composition C11H7DyN10S in a non-equilibrium geometry, with properties calculated with wB97M-V/def2-TZVPD.

The spin multiplicity is 6. The value obtained for the total energy is -61337.8502 eV. The calculation puts the molecular weight at 473.81 g mol⁻¹. As for the lowest unoccupied orbital energy (spin up / spin down): -1.132 / -1.151 eV. Its strongest force on any atom is 4.027 eV Å⁻¹. For the orbital gap (spin up / spin down), the calculation gives 7.226 / 7.211 eV. For the HOMO energy (spin up / spin down), the calculation gives -8.36 / -8.36 eV.

Last column: Löwdin charge in e.
Element x y z (Å)
Dy: 6.0585 9.5784 5.8737  1.8051
S: 6.4441 4.9037 6.8441  1.0472
C: 4.7661 5.1059 6.4962  -0.3852
C: 4.4860 6.4130 6.1098  -0.2446
C: 5.5901 7.2408 5.9265  -0.3507
C: 6.6879 6.5350 6.3712  -0.5790
C: 8.0763 7.1117 6.4076  -0.2567
C: 9.2412 6.4761 6.8228  -0.0302
C: 10.4474 7.1374 6.7955  -0.0478
C: 10.5313 8.3753 6.1995  -0.0725
C: 9.3643 9.0133 5.9229  -0.1403
N: 8.1554 8.4350 6.0257  -0.0792
H: 4.0066 4.3697 6.7152  0.0663
H: 3.4861 6.7564 5.9279  0.0878
H: 9.1597 5.4457 7.2018  0.1098
H: 11.4558 6.5795 6.9750  0.1564
H: 11.5084 8.8523 6.0112  0.1257
H: 9.3542 10.0793 5.6432  0.1245
N: 5.2827 12.8965 7.7539  0.1567
C: 6.1465 11.9852 8.2865  -0.4487
N: 6.9376 12.3038 9.3115  0.0263
N: 7.6783 11.2627 9.5300  -0.0875
N: 7.3707 10.2805 8.7110  -0.0965
N: 6.3455 10.6942 7.9385  -0.1704
C: 4.7528 12.6456 6.5255  -0.4323
N: 4.0223 13.5273 5.7349  0.0541
N: 3.8364 12.8114 4.5766  -0.0823
N: 4.3977 11.6632 4.6359  -0.1339
N: 4.9885 11.5687 5.8220  -0.2535
H: 5.2937 13.8180 8.0680  0.1314